# 1
This record from the Open Molecules 2025 dataset describes a molecular structure, C41H72F12FeMnN2O38S4 in a non-equilibrium geometry. The level of theory is ωB97M-V/def2-TZVPD.

```
171
Properties=species:S:1:pos:R:3:forces:R:3
Fe 1.612565 -1.407260 1.656783 -1.4 0.4 -0.6
Mn 0.840025 2.732580 0.466523 0.9 -1.5 -1.4
C 4.261965 -0.108890 4.621083 -0.1 0.9 -0.6
F 4.489875 -1.144620 5.429893 0.3 1.2 -0.5
F 3.027525 0.320730 4.787393 -0.2 -0.1 0.3
F 5.085655 0.971730 4.840833 -0.5 -1.9 -0.1
S 4.381405 -0.586300 2.766683 1.3 0.1 -2.5
O 3.800995 0.428400 1.890463 0.0 -1.0 1.8
O 5.787285 -0.883120 2.460433 -2.3 0.5 0.8
N 3.284555 -1.943420 2.661083 3.0 3.0 0.9
S 4.161705 -3.217550 2.912603 3.1 -3.5 0.4
O 4.407305 -4.015060 1.712373 -1.1 0.7 1.0
O 5.366365 -3.069040 3.740813 -2.3 0.1 -0.7
C 3.001425 -4.172190 4.041273 0.8 -0.5 0.2
F 2.143905 -3.387750 4.679543 0.2 0.1 0.2
F 2.335565 -5.080320 3.375383 -1.0 -0.8 -0.9
F 3.718385 -4.877230 4.924683 0.2 0.6 0.3
C -1.923375 5.439150 1.633893 0.6 -1.0 1.1
F -1.764665 4.982690 0.391003 -0.2 0.6 0.0
F -1.148895 6.539370 1.836153 -1.3 -1.1 -0.4
F -3.212705 5.682310 1.893493 1.0 0.4 -0.5
S -1.470485 3.979870 2.814173 -2.6 -0.6 -0.4
O -1.500355 4.574570 4.135683 1.1 -0.1 -1.2
O -2.546335 2.989140 2.601463 2.7 1.5 -0.5
N 0.147455 3.513690 2.184543 -4.6 2.0 2.0
S 0.953795 3.301860 3.503543 5.5 -3.5 1.7
O 0.323415 2.523720 4.543583 -0.6 1.2 -0.3
O 2.242865 2.650640 3.108773 -2.3 2.4 0.2
C 1.388145 5.104830 4.160423 0.2 -1.7 0.9
F 0.983565 5.257550 5.421293 0.3 -0.2 -0.4
F 2.691075 5.303070 4.070033 1.0 -0.7 0.5
F 0.889625 6.026080 3.417153 -1.7 1.4 -1.3
C 0.006785 0.247550 0.550143 -2.1 -0.1 -3.0
O -0.212315 -0.963290 0.584573 -3.2 -3.8 -0.8
O -0.526865 1.207060 -0.087757 -2.4 0.8 -1.1
O 1.031235 0.527840 1.101493 7.7 3.8 4.7
C 5.684765 1.192110 -1.633307 -0.2 0.1 1.1
C 5.250885 2.644770 -1.716527 0.9 -0.3 0.6
O 4.145815 2.706270 -2.627837 -0.2 1.2 -0.4
C 2.889635 2.545180 -2.205537 0.2 -2.2 -0.5
O 2.543315 2.315810 -1.058397 0.3 0.7 -1.3
O 2.067045 2.333110 -3.282007 -0.1 0.7 0.8
C 2.478535 2.663410 -4.643687 0.6 0.4 1.0
H 6.026215 0.697930 -2.542867 -0.4 0.4 -0.3
H 4.827855 0.693860 -1.179947 0.2 -0.6 -0.1
H 6.528775 1.098470 -0.949947 -0.1 0.1 0.3
H 6.107215 3.264460 -1.982577 -0.4 0.2 -1.2
H 5.011445 3.105810 -0.758297 -0.6 -0.6 0.2
H 1.670255 2.399980 -5.325867 0.1 -0.2 0.4
H 3.426645 2.175500 -4.869837 -0.3 -0.2 -0.2
H 2.661325 3.737150 -4.685827 -0.1 0.0 -0.1
C 1.537215 -5.342450 -1.829427 -0.9 -1.5 0.7
C 1.840945 -5.439490 -0.355007 2.2 1.2 -1.1
O 0.655365 -5.464000 0.386153 -0.7 -0.7 0.7
C 0.495575 -4.582820 1.321693 0.3 3.6 2.7
O 1.199615 -3.560740 1.526783 -1.7 -2.6 -0.9
O -0.549215 -4.880640 2.125233 0.1 -0.8 -2.3
C -0.984485 -3.948210 3.098443 0.5 0.1 1.1
H 0.955565 -4.459220 -2.093427 0.7 0.4 -0.2
H 0.841205 -6.158340 -2.024347 0.0 -0.2 -0.4
H 2.475275 -5.597380 -2.322527 -0.2 0.7 -0.6
H 2.501075 -4.610420 -0.100137 -0.5 0.4 0.5
H 2.509845 -6.276720 -0.155717 -0.7 -0.6 0.3
H -1.267675 -2.955890 2.747443 0.6 -0.1 -0.5
H -0.162645 -3.940800 3.814413 -0.3 0.7 0.3
H -1.868335 -4.337990 3.603413 0.1 -0.5 -0.3
C -2.315345 -3.806780 -0.718057 0.7 0.3 0.3
C -3.480735 -4.275640 -1.503307 -0.1 -1.6 0.8
O -3.246665 -4.124460 -2.872567 0.2 -0.2 -1.7
C -2.723985 -5.111830 -3.628577 0.4 -3.6 1.8
O -2.404085 -6.307790 -3.312417 -1.2 4.6 -0.7
O -2.645465 -4.611520 -4.832387 0.7 0.4 -1.5
C -2.214225 -5.493930 -5.902387 -0.5 0.1 0.4
H -2.400535 -4.279060 0.260623 0.1 0.6 0.3
H -2.224625 -2.720570 -0.718197 0.0 -0.1 0.5
H -1.386965 -4.194090 -1.137817 0.0 -0.2 -0.1
H -4.410215 -3.782020 -1.219577 0.1 0.2 -0.4
H -3.581055 -5.342340 -1.302827 -0.3 -0.2 0.0
H -1.277705 -5.990380 -5.648257 -0.3 -0.1 0.1
H -2.075015 -4.905360 -6.809197 -0.1 0.3 0.3
H -3.053925 -6.171760 -6.055827 0.4 -0.4 -0.1
C 1.686735 -2.234980 -4.274517 -0.1 -2.0 -0.6
C 2.060585 -1.022840 -3.500247 -0.5 0.6 -1.5
O 1.950585 -1.259580 -2.136687 -1.3 0.2 1.3
C 2.849595 -1.740500 -1.324137 0.3 0.8 2.1
O 2.583695 -1.827810 -0.113437 1.7 -0.5 -3.2
O 4.017755 -1.936040 -1.934427 -0.5 -0.4 -0.7
C 5.111515 -2.561110 -1.268877 0.4 0.3 1.5
H 1.797445 -2.178050 -5.357387 0.7 0.4 0.0
H 0.662875 -2.606580 -4.233057 -0.4 0.7 0.7
H 2.244995 -3.083940 -3.879927 0.4 -0.1 -0.4
H 1.299745 -0.278340 -3.734617 0.3 0.4 0.3
H 3.043915 -0.644810 -3.779987 0.0 0.0 0.1
H 5.489725 -1.837210 -0.547057 0.0 -0.2 0.4
H 5.962715 -2.767480 -1.917697 -0.7 0.0 -0.6
H 4.785495 -3.465360 -0.754937 0.1 0.1 0.0
C -6.921055 -0.037500 -2.807337 -0.1 3.3 1.2
C -6.189045 -1.149940 -3.344127 -0.2 -1.9 -2.1
O -4.769905 -1.007600 -3.268797 1.0 0.0 -0.4
C -4.057465 -0.483580 -4.344947 -1.9 0.4 2.0
O -4.540645 -0.093370 -5.368387 0.0 -0.4 -0.2
O -2.822125 -0.212820 -3.994517 2.0 0.1 -0.3
C -2.047815 -0.947980 -2.984467 -1.8 0.0 0.1
H -7.934175 0.148020 -3.164077 -0.2 -0.8 0.2
H -6.431205 0.867270 -3.167267 0.2 0.3 0.0
H -6.849625 0.019050 -1.721157 -0.3 -0.1 0.1
H -6.471395 -1.217960 -4.394717 0.2 -0.4 -0.2
H -6.521955 -2.051570 -2.829977 0.7 -0.3 -0.1
H -2.704525 -0.986960 -2.115377 0.3 -0.4 0.1
H -1.148865 -0.410420 -2.682777 -0.1 0.2 -0.6
H -1.870155 -1.935550 -3.410197 0.2 0.0 0.3
C -8.809865 -2.479760 0.015153 -0.2 0.4 -1.0
C -7.642095 -3.436560 0.068413 -1.1 0.6 1.6
O -6.491125 -2.677690 -0.280127 1.1 -0.2 -0.5
C -5.745205 -2.016500 0.627643 0.3 0.3 0.6
O -5.922015 -1.991910 1.828693 0.2 0.0 -1.3
O -4.762875 -1.388010 -0.073687 -1.6 -0.9 0.6
C -3.906075 -0.427510 0.536373 0.8 0.3 -0.3
H -9.761375 -2.924690 0.306323 0.1 0.0 0.1
H -8.895865 -2.130450 -1.013777 -0.3 0.0 -0.1
H -8.590205 -1.581720 0.592533 -0.1 -0.2 0.3
H -7.780935 -4.289260 -0.596207 0.5 0.2 -0.2
H -7.639945 -3.782670 1.101993 0.8 -0.3 0.0
H -2.902265 -0.851770 0.514963 0.1 0.1 0.2
H -4.139305 -0.081150 1.543223 -0.5 -0.4 -0.1
H -3.916405 0.429800 -0.136697 0.0 0.0 0.1
C 0.145185 0.631990 7.414443 -0.2 2.2 -1.0
C -0.053515 -0.762320 7.040483 -0.1 -1.7 0.3
O 0.593105 -1.127250 5.807313 -0.2 0.3 -3.5
C 0.000255 -0.951630 4.557363 0.5 -1.2 -0.6
O 0.519885 -1.295650 3.462173 -1.2 1.4 4.0
O -1.268695 -0.544400 4.658633 1.3 -0.4 0.8
C -2.037555 -0.225490 3.506493 -0.3 1.2 -0.1
H 1.175805 0.978410 7.491293 0.1 -0.5 0.4
H -0.446505 0.937920 8.277243 0.1 -0.2 0.1
H -0.223365 1.191560 6.554703 -0.2 0.5 0.1
H -1.109275 -1.019400 6.954613 0.0 0.0 0.2
H 0.454115 -1.408110 7.756983 -0.3 -0.3 -0.1
H -2.542645 -1.087710 3.071093 0.4 0.0 0.0
H -1.457135 0.390870 2.819973 0.1 -0.6 -0.3
H -2.777405 0.477930 3.888483 -0.2 -0.3 0.0
C 6.350295 3.635730 1.917613 -1.1 0.1 -1.2
C 4.791585 3.879910 2.002923 1.5 -1.8 2.0
O 4.462935 5.145280 1.574083 -2.6 3.4 -2.0
C 3.189575 5.348070 1.032943 1.7 -1.7 -0.2
O 2.435265 4.437940 0.736623 0.2 0.8 0.5
O 3.006005 6.614600 0.741783 0.2 0.9 0.8
C 1.711135 7.121380 0.365673 -0.7 -0.1 -0.8
H 6.999855 4.256400 2.534803 -0.6 0.2 0.2
H 6.628185 3.843430 0.884293 0.3 0.0 -0.2
H 6.624645 2.597680 2.105423 -0.4 -0.1 0.1
H 4.551285 3.876380 3.066093 -0.3 -0.5 0.0
H 4.145185 3.162040 1.498003 0.5 -0.4 0.0
H 0.877415 6.487600 0.667883 0.4 -0.3 0.0
H 1.667135 7.265350 -0.713877 0.2 -0.5 -0.1
H 1.503285 8.122180 0.744223 0.7 -0.2 0.7
C -2.944575 3.098520 -3.883797 1.5 0.0 0.3
C -1.864555 3.141650 -2.759197 -1.7 -1.7 0.1
O -1.084605 4.293580 -2.985887 0.7 1.6 -0.4
C -0.067435 4.650170 -2.218957 0.1 -0.5 -0.2
O 0.360505 4.013380 -1.278107 -0.4 0.5 -0.3
O 0.524545 5.802000 -2.577477 -0.5 -1.1 0.2
C 0.238745 6.533220 -3.791997 -0.7 -0.1 0.6
H -2.330035 2.803050 -4.734167 -0.5 0.2 -0.6
H -3.395475 4.078020 -4.043077 0.0 -0.1 0.0
H -3.708315 2.328230 -3.776807 0.2 0.1 0.4
H -1.257455 2.240470 -2.845217 0.2 0.1 0.1
H -2.308295 3.108820 -1.764147 0.2 0.4 0.1
H 0.938005 6.195810 -4.557057 0.3 0.7 0.2
H 0.263405 7.542430 -3.380927 0.7 0.2 -1.0
H -0.759385 6.415790 -4.213947 -0.1 -0.5 0.4
```
Forces are in eV/Å.

Results
Lowest unoccupied orbital energy (spin up / spin down), eV: -0.038 / -0.039
Kohn-Sham gap (spin up / spin down), Eh: 0.293 / 0.284
⟨S²⟩: 24.7600
2S+1: 10

Results of the Mulliken charge analysis, in e, for atoms 1 through 2: atom 1 (Fe): 0.808, atom 2 (Mn): 1.720



# 2
This record from the Open Molecules 2025 dataset describes a molecular structure, C37H59GdN6O4SbSi3 in a non-equilibrium geometry. The level of theory is ωB97M-V/def2-TZVPD.

```
111
Properties=species:S:1:pos:R:3:forces:R:3
Gd 8.985514 13.481403 12.180945 0.2 0.8 -0.6
C 4.467355 17.000013 12.915612 -0.3 -0.2 0.4
C 5.758356 16.493328 13.574056 0.2 0.3 -0.1
C 5.724260 16.533454 15.135511 -0.3 -0.4 -0.9
O 6.814821 17.268570 12.979427 0.0 1.0 0.8
C 6.059943 15.025756 13.194730 -1.1 0.4 -0.4
O 5.089808 14.248236 13.168696 0.9 -0.1 0.1
O 7.263051 14.761163 12.884958 0.0 -0.5 0.5
H 4.154320 18.004105 13.257160 0.2 -0.5 0.4
H 3.679824 16.263346 13.094869 -0.1 0.3 -0.1
H 4.616372 17.154841 11.847751 0.1 -0.5 -0.1
H 5.451024 17.537389 15.454665 0.0 0.0 0.2
H 6.695630 16.247348 15.558663 -0.2 0.1 -0.1
H 4.951753 15.800399 15.457780 0.5 0.6 0.0
H 6.574073 18.210945 13.114229 0.3 -0.8 -0.1
C 13.984338 11.531690 15.432845 -0.9 1.3 -1.3
Sb 12.576213 11.663872 13.629937 2.0 -0.6 -1.8
C 12.183544 13.822365 12.925642 -0.7 -1.7 0.2
C 11.350894 14.601530 13.755172 -0.4 1.6 2.7
C 11.713379 14.786875 15.180273 0.2 -0.6 -1.9
C 11.015701 15.703199 15.906488 -0.3 1.1 0.7
C 10.068232 16.515067 15.270344 -1.7 0.8 -0.4
C 9.661330 16.222076 13.960335 0.7 0.9 2.2
N 10.238541 15.278254 13.242464 1.8 -1.6 0.0
Si 13.750084 14.665107 12.300726 0.2 -1.1 0.2
C 13.417597 16.514011 12.060243 -0.7 0.2 0.3
C 15.250111 14.540165 13.488315 -1.6 0.5 0.1
C 14.278435 13.739597 10.723659 -1.0 -0.8 -0.1
C 11.030236 9.884249 13.643026 0.1 0.3 0.1
C 9.675475 10.466424 13.816064 -0.5 -0.5 0.5
C 8.490970 9.670174 13.849877 -0.3 1.9 0.7
C 7.303582 10.231938 14.348489 0.1 -0.7 -0.9
C 7.281389 11.546446 14.835081 0.7 0.6 -0.1
C 8.445462 12.285715 14.685548 0.3 -1.8 -0.3
N 9.583926 11.784445 14.093156 -0.7 0.4 0.9
Si 11.370568 8.725229 15.190176 -1.0 0.6 0.1
C 10.923632 9.744918 16.714110 0.7 1.7 -2.0
C 10.138900 7.288765 15.248924 -0.2 -0.9 -0.6
C 13.088345 7.992776 15.287591 -1.3 0.1 0.6
Si 11.290093 9.000883 11.916872 0.2 2.1 0.9
C 10.348285 10.043486 10.608958 -1.0 -0.1 0.4
C 10.724315 7.260867 11.858510 -1.0 -1.1 0.5
C 13.096072 9.073862 11.433587 -0.2 0.1 0.4
H 14.790435 12.196030 15.064272 -0.6 -0.4 0.4
H 14.373965 10.543764 15.590972 -0.2 -0.3 0.0
H 13.444227 11.955788 16.255197 0.2 0.1 0.8
H 12.618324 14.249900 15.564929 -1.2 0.4 -0.3
H 11.182802 15.914687 16.970945 0.3 -0.3 -0.5
H 9.519477 17.356072 15.789077 0.8 -1.2 -0.5
H 8.857576 16.763748 13.515541 -0.5 0.2 -0.3
H 12.582235 16.626618 11.319320 0.7 0.1 0.6
H 14.328068 16.973800 11.645503 -0.3 0.0 0.1
H 13.143993 17.064624 13.022302 0.3 -0.8 -1.2
H 14.995626 15.296460 14.245265 0.5 0.0 0.0
H 16.077383 14.864958 12.872366 0.5 0.1 0.2
H 15.438614 13.608893 14.025010 0.1 0.1 -0.5
H 13.697170 12.785848 10.591314 0.1 0.9 0.3
H 15.289551 13.362337 10.829541 0.4 0.4 -0.2
H 14.133604 14.319178 9.804529 0.4 -0.1 0.1
H 8.553030 8.649015 13.557231 -0.2 -0.5 -0.2
H 6.388385 9.625428 14.281265 0.4 0.3 0.4
H 6.443739 12.079749 15.291678 0.0 -0.7 -0.2
H 8.518590 13.270029 15.103326 0.1 0.7 -0.1
H 10.005590 10.345082 16.501305 0.4 -0.8 0.5
H 11.720264 10.519849 16.788844 -0.4 -0.5 0.5
H 10.876207 9.105179 17.557282 -0.2 -0.3 1.0
H 9.336922 7.485968 15.976456 0.3 0.0 -0.1
H 10.695359 6.371119 15.586963 -0.6 0.7 -0.3
H 9.617001 7.050045 14.283569 0.7 0.0 1.0
H 13.379620 7.691727 14.314503 0.6 -0.6 -0.9
H 13.027089 7.155406 15.984323 0.0 -0.2 -0.2
H 13.796117 8.665692 15.697136 0.7 0.7 0.2
H 11.025175 10.181054 9.797487 0.7 0.1 -0.8
H 10.042220 11.061779 10.915386 0.2 -0.5 0.3
H 9.427334 9.615044 10.164055 0.5 -0.1 0.5
H 9.696444 7.064256 12.255764 0.8 0.3 -0.3
H 11.392616 6.527875 12.326602 0.0 0.3 0.1
H 10.687379 6.980623 10.817523 0.0 -0.1 -0.6
H 13.549202 10.028229 11.187065 -0.3 0.2 0.2
H 13.055977 8.541598 10.515214 0.4 -1.0 -1.0
H 13.766074 8.577413 12.134693 0.0 -0.2 0.0
N 10.598646 13.639144 10.299326 -1.6 0.5 -0.9
C 10.483388 14.734327 9.351357 0.5 -0.5 0.0
C 11.548259 14.989831 8.496947 -1.5 1.2 0.0
C 11.478636 16.156584 7.688654 -0.7 0.4 -0.4
C 10.316989 16.921692 7.639606 1.4 -0.6 0.3
C 9.244088 16.663359 8.500576 -1.4 -0.9 0.5
C 7.995304 17.351436 8.507039 0.1 -0.6 0.8
C 6.961952 16.915845 9.309124 -1.2 0.0 -1.1
C 7.121797 15.804772 10.158487 0.8 -0.2 -0.1
N 8.262316 15.154991 10.180214 0.3 -0.3 0.5
C 9.273186 15.519949 9.353450 1.6 0.2 -0.2
H 11.249838 13.813936 11.071099 1.0 -0.3 0.0
H 10.663428 12.732340 9.854344 0.6 0.0 0.1
H 12.362471 14.301390 8.380750 0.3 -0.1 0.4
H 12.308490 16.494467 7.056034 -0.3 -0.6 0.2
H 10.256701 17.697577 6.906084 -0.1 0.6 -0.1
H 7.862901 18.226995 7.911737 -0.1 0.3 -0.5
H 5.930867 17.274120 9.101151 0.9 0.2 0.6
H 6.383948 15.399861 10.854283 -0.1 0.5 -0.6
C 7.241208 10.703780 8.700610 -1.2 -0.5 -0.1
N 6.221702 10.862497 9.761167 0.6 0.2 -0.4
C 6.281286 11.714195 10.808970 1.8 -0.2 -0.6
N 5.189413 11.954667 11.544742 0.3 0.5 0.1
O 7.437592 12.236034 11.076912 -2.1 -0.8 -0.2
H 7.350951 9.618825 8.569133 0.1 0.3 -0.3
H 8.196807 11.085589 8.974767 0.5 0.5 0.4
H 6.890374 11.177823 7.758953 0.3 -0.3 0.6
H 5.486690 10.191806 9.677671 -0.6 0.2 0.2
H 4.231321 11.815056 11.193553 1.1 0.1 0.2
H 5.363299 12.736652 12.208485 -0.8 -0.2 0.1
```
Forces are in eV/Å.

Results
Lowest unoccupied orbital energy (spin up / spin down), eV: -2.420 / -4.391
ΔE to the lowest compared entry with this formula, charge and spin, kJ/mol: 0.0
Kohn-Sham gap (spin up / spin down), Eh: 0.228 / 0.155
⟨S²⟩: 16.0952
2S+1: 8
Net charge: +1

Results of the Mulliken charge analysis, in e, for atoms 1 through 2: atom 1 (Gd): -0.074, atom 2 (C): -1.488



no.,DFT total energy (eV)
1,-266126.78349
2,-107459.91731